1.
{"formula": "C31H50O21", "method": "wB97M-V/def2-TZVPD", "symbols": ["C", "C", "C", "C", "C", "C", "C", "C", "C", "C", "C", "O", "C", "O", "C", "O", "H", "H", "H", "H", "H", "H", "H", "H", "H", "H", "H", "H", "H", "H", "H", "H", "H", "H", "H", "H", "H", "H", "H", "H", "H", "H", "C", "C", "O", "C", "O", "O", "H", "H", "H", "H", "C", "C", "O", "C", "O", "O", "H", "H", "H", "H", "C", "C", "O", "C", "O", "O", "H", "H", "H", "H", "C", "C", "O", "C", "O", "O", "H", "H", "H", "H", "C", "C", "O", "C", "O", "O", "H", "H", "H", "H", "C", "C", "O", "C", "O", "O", "H", "H", "H", "H"], "coordinates": [[1.526, -0.271, -0.110], [1.351, -1.052, -1.419], [1.859, -0.303, -2.661], [0.874, 0.783, -3.136], [1.460, 2.030, -3.825], [2.705, 2.654, -3.187], [2.515, 3.137, -1.744], [1.508, 4.282, -1.554], [0.502, 4.076, -0.413], [-0.819, 3.417, -0.867], [-2.062, 3.908, -0.090], [-2.996, 4.584, -0.916], [-3.761, 3.732, -1.751], [2.258, 5.526, -1.275], [2.072, 6.540, -2.123], [2.613, 6.662, -3.166], [2.486, 0.261, -0.103], [1.497, -0.944, 0.753], [0.733, 0.475, 0.026], [1.832, -2.032, -1.330], [0.282, -1.260, -1.568], [2.003, -1.032, -3.470], [2.849, 0.122, -2.458], [0.240, 1.085, -2.291], [0.192, 0.313, -3.857], [1.671, 1.824, -4.880], [0.663, 2.791, -3.837], [3.544, 1.948, -3.213], [3.023, 3.507, -3.804], [2.240, 2.300, -1.089], [3.482, 3.506, -1.380], [0.964, 4.438, -2.495], [0.971, 3.444, 0.352], [0.298, 5.050, 0.043], [-0.734, 2.331, -0.750], [-0.991, 3.626, -1.930], [-2.556, 3.067, 0.422], [-1.774, 4.638, 0.674], [-3.788, 4.142, -2.767], [-3.339, 2.719, -1.807], [-4.789, 3.660, -1.375], [1.366, 7.300, -1.755], [0.301, -2.409, 4.425], [-1.212, -2.408, 4.558], [-1.624, -2.056, 3.233], [-0.641, -2.392, 2.370], [-0.750, -2.385, 1.186], [0.484, -2.722, 3.040], [0.798, -3.160, 5.033], [0.737, -1.428, 4.620], [-1.615, -3.395, 4.793], [-1.597, -1.678, 5.264], [2.580, 4.505, -7.414], [3.246, 4.242, -8.754], [4.204, 3.231, -8.420], [3.795, 2.597, -7.302], [4.281, 1.608, -6.858], [2.741, 3.247, -6.751], [1.523, 4.745, -7.484], [3.093, 5.274, -6.833], [2.550, 3.833, -9.488], [3.757, 5.102, -9.174], [-4.775, -3.273, 1.960], [-6.246, -3.269, 2.338], [-6.254, -4.063, 3.532], [-5.022, -4.019, 4.082], [-4.745, -4.422, 5.168], [-4.144, -3.448, 3.233], [-4.420, -2.352, 1.507], [-4.511, -4.119, 1.323], [-6.611, -2.270, 2.584], [-6.895, -3.725, 1.596], [-2.631, -8.164, 5.542], [-2.702, -6.927, 4.668], [-1.361, -6.841, 4.163], [-0.795, -8.068, 4.220], [0.252, -8.356, 3.736], [-1.587, -8.919, 4.910], [-3.549, -8.743, 5.564], [-2.330, -7.934, 6.562], [-3.383, -7.056, 3.824], [-2.960, -6.019, 5.202], [5.626, 8.473, -5.683], [4.295, 8.858, -5.062], [3.626, 9.490, -6.163], [4.158, 9.027, -7.313], [3.705, 9.220, -8.397], [5.276, 8.310, -7.063], [6.037, 7.543, -5.301], [6.372, 9.265, -5.606], [3.715, 7.992, -4.745], [4.380, 9.560, -4.237], [-1.758, -10.403, 9.151], [-2.047, -9.861, 10.539], [-2.731, -8.636, 10.250], [-3.271, -8.724, 9.014], [-4.026, -7.936, 8.542], [-2.824, -9.834, 8.381], [-1.799, -11.486, 9.080], [-0.809, -10.044, 8.749], [-2.717, -10.508, 11.107], [-1.157, -9.649, 11.125]], "energy_ev": -75954.865, "smiles": "CCCCCCC[C@@H](CCCOC)OC=O.O=C1OCCO1.O=C1OCCO1.O=C1OCCO1.O=C1OCCO1.O=C1OCCO1.O=C1OCCO1", "max_force_ev_per_a": 1.5}



2.
{"formula": "C22H7F15GeN2O2PdSSe", "method": "wB97M-V/def2-TZVPD", "symbols": ["Pd", "C", "C", "N", "O", "C", "C", "N", "O", "H", "H", "H", "H", "H", "H", "H", "Se", "F", "C", "C", "C", "F", "C", "F", "C", "F", "C", "F", "Ge", "S", "C", "C", "F", "C", "F", "C", "F", "C", "F", "C", "F", "C", "C", "F", "C", "F", "C", "F", "C", "F", "C", "F"], "coordinates": [[1.621, 1.053, -2.083], [-0.568, 1.446, -5.743], [0.291, 0.999, -4.600], [0.799, 1.832, -3.761], [0.458, 3.172, -3.887], [0.548, -0.401, -4.345], [0.172, -1.521, -5.259], [1.133, -0.664, -3.191], [1.391, -1.866, -2.887], [-0.671, 2.526, -5.745], [-1.557, 0.991, -5.657], [-0.136, 1.124, -6.693], [0.872, 3.537, -3.079], [-0.296, -1.157, -6.174], [-0.515, -2.208, -4.756], [1.054, -2.113, -5.521], [2.436, 3.001, -1.071], [-0.383, -0.937, 3.849], [-1.621, -0.458, 3.637], [-1.975, 0.006, 2.383], [-3.272, 0.471, 2.257], [-3.734, 0.949, 1.102], [-4.168, 0.471, 3.318], [-5.421, 0.930, 3.163], [-3.771, -0.005, 4.551], [-4.630, -0.010, 5.582], [-2.483, -0.476, 4.717], [-2.096, -0.944, 5.916], [-0.583, 0.052, 0.912], [-1.161, 0.584, -1.023], [0.186, -1.791, 0.863], [1.410, -1.971, 0.241], [2.135, -0.908, -0.118], [1.954, -3.218, -0.005], [3.149, -3.359, -0.577], [1.247, -4.343, 0.375], [1.752, -5.566, 0.153], [0.018, -4.208, 0.993], [-0.667, -5.307, 1.362], [-0.488, -2.941, 1.222], [-1.701, -2.880, 1.814], [0.723, 1.241, 1.838], [0.418, 2.591, 1.860], [-0.748, 3.022, 1.362], [1.258, 3.543, 2.404], [0.932, 4.842, 2.400], [2.459, 3.142, 2.952], [3.295, 4.046, 3.482], [2.790, 1.802, 2.973], [3.945, 1.414, 3.540], [1.918, 0.877, 2.429], [2.284, -0.413, 2.525]], "energy_ev": -206939.372, "max_force_ev_per_a": 0.4, "total_charge": -2}



3.
{"formula": "C4H15NO3", "method": "wB97M-V/def2-TZVPD", "symbols": ["C", "C", "N", "C", "C", "H", "H", "H", "H", "H", "H", "H", "H", "H", "H", "H", "O", "H", "H", "O", "H", "H", "O"], "coordinates": [[1.734, 1.709, 1.406], [1.096, 0.654, 0.926], [1.136, 0.242, -0.422], [0.999, -1.198, -0.644], [1.172, -1.522, -2.112], [1.604, 1.998, 2.435], [2.381, 2.329, 0.798], [0.441, 0.039, 1.522], [1.939, 0.625, -0.903], [1.720, -1.757, -0.042], [0.014, -1.495, -0.292], [0.440, -0.999, -2.714], [2.165, -1.223, -2.458], [1.073, -2.592, -2.309], [-1.602, 1.107, -2.070], [-0.467, 1.040, -1.002], [-1.365, 1.394, -1.182], [-2.229, -0.632, 1.781], [-2.174, -1.937, 2.595], [-1.631, -1.355, 2.056], [-2.491, 1.068, 0.160], [-2.973, 1.653, 1.498], [-2.984, 0.850, 0.972]], "energy_ev": -12023.912, "smiles": "C=CNCC.O.O.O", "max_force_ev_per_a": 0.5}



4.
{"formula": "CH5N2PS", "method": "wB97M-V/def2-TZVPD", "symbols": ["C", "N", "N", "P", "S", "H", "H", "H", "H", "H"], "coordinates": [[-2.208, -0.164, 0.083], [-1.118, -0.975, 0.351], [1.842, 0.608, -0.372], [0.462, -0.857, 0.140], [3.334, 0.086, 0.272], [-3.076, -0.383, 0.693], [-2.431, -0.046, -0.939], [-2.127, 0.879, 0.304], [3.720, -0.559, -0.833], [1.604, 1.410, 0.302]], "energy_ev": -24219.466, "smiles": "C/N=P\\NS", "max_force_ev_per_a": 4.8}